(1)
C5H10O | ωB97M-V with the def2-TZVPD basis set

XYZ file:
```
16
Properties=species:S:1:pos:R:3
C 2.016 -0.179 -0.175
C 0.679 -0.491 0.489
C -0.556 -0.027 -0.307
C -1.836 -0.512 0.381
C -0.553 1.471 -0.541
O 0.049 1.987 -1.454
H 2.165 0.898 -0.300
H 2.842 -0.575 0.424
H 2.073 -0.633 -1.171
H 0.574 -1.577 0.616
H 0.649 -0.067 1.503
H -0.463 -0.438 -1.321
H -1.827 -0.271 1.452
H -2.743 -0.079 -0.052
H -1.915 -1.600 0.296
H -1.153 2.095 0.160
```

The total energy comes out at -271.738571 Eh. The calculation puts the relative energy (zero: lowest compared OMol25 entry of this formula, charge and spin) at 36.9 kJ/mol. Its LUMO energy is 1.038 eV. Its HOMO-LUMO gap is 10.7419 eV. The calculation puts the HOMO energy at -9.70 eV. As for the SMILES: CC[C@@H](C)C=O.



(2)
C5H10O | ωB97M-V with the def2-TZVPD basis set

XYZ file:
```
16
Properties=species:S:1:pos:R:3
C 1.006 0.841 -1.139
C 0.325 0.559 -0.034
C -0.054 1.559 1.002
C -1.323 1.898 1.148
C 1.082 2.259 1.677
H 1.550 1.777 -1.249
H 1.136 0.109 -1.928
H 0.156 -0.481 0.230
H -1.756 2.696 1.745
H -2.087 1.383 0.596
H 1.645 1.565 2.307
H 0.820 3.106 2.289
H 1.846 2.589 0.964
O -1.474 -6.822 -2.888
H -1.068 -5.963 -2.702
H -1.804 -7.074 -2.018
```

The total energy comes out at -271.685458 Eh. The calculation puts the relative energy (zero: lowest compared OMol25 entry of this formula, charge and spin) at 176.3 kJ/mol. Its LUMO energy is 0.870 eV. Its HOMO-LUMO gap is 10.1573 eV. The calculation puts the HOMO energy at -9.29 eV. As for the SMILES: C=CC(=C)C.O.



(3)
C5H10O | ωB97M-V with the def2-TZVPD basis set

XYZ file:
```
16
Properties=species:S:1:pos:R:3
O -1.767 1.204 -1.688
C -1.262 1.009 -0.380
C 0.136 0.420 -0.319
C 0.722 0.338 1.107
C 1.292 -1.057 0.775
C 0.373 -1.106 -0.470
H -2.247 0.413 -1.949
H -1.230 2.000 0.089
H -1.946 0.391 0.225
H 0.788 0.983 -0.996
H -0.078 0.282 1.856
H 1.422 1.124 1.407
H 2.353 -1.020 0.509
H 1.151 -1.838 1.528
H -0.536 -1.694 -0.292
H 0.830 -1.449 -1.404
```

The total energy comes out at -271.712706 Eh. The calculation puts the relative energy (zero: lowest compared OMol25 entry of this formula, charge and spin) at 104.8 kJ/mol. Its LUMO energy is 0.986 eV. Its HOMO-LUMO gap is 10.9997 eV. The calculation puts the HOMO energy at -10.01 eV. As for the SMILES: OCC1CCC1.



(4)
C5H10O | ωB97M-V with the def2-TZVPD basis set

XYZ file:
```
16
Properties=species:S:1:pos:R:3
C 1.263 -0.262 -0.776
C 0.460 0.746 0.051
C 1.212 1.308 1.249
C -0.929 0.314 0.454
O -1.027 -0.943 0.080
C -2.307 -1.289 -0.424
H 0.683 -0.621 -1.634
H 1.521 -1.144 -0.181
H 2.186 0.187 -1.154
H 0.177 1.592 -0.604
H 1.504 0.481 1.904
H 0.574 1.991 1.818
H 2.117 1.837 0.938
H -3.112 -1.056 0.273
H -2.427 -0.693 -1.329
H -2.241 -2.342 -0.687
```

The total energy comes out at -271.630578 Eh. The calculation puts the relative energy (zero: lowest compared OMol25 entry of this formula, charge and spin) at 320.4 kJ/mol. Its LUMO energy is 0.869 eV. Its HOMO-LUMO gap is 9.1418 eV. The calculation puts the HOMO energy at -8.27 eV.



(5)
C5H10O | ωB97M-V with the def2-TZVPD basis set

XYZ file:
```
16
Properties=species:S:1:pos:R:3
C -0.478 1.552 0.576
C -0.316 0.044 0.694
C -1.116 -0.792 -0.338
C 0.206 -1.236 -1.011
C 1.007 -0.525 0.094
O 1.917 0.409 -0.441
H 0.220 2.092 1.231
H -0.305 1.892 -0.450
H -1.490 1.851 0.870
H -0.491 -0.262 1.732
H -1.687 -1.613 0.104
H -1.795 -0.208 -0.967
H 0.356 -2.315 -1.103
H 0.391 -0.776 -1.984
H 1.519 -1.217 0.780
H 2.062 1.104 0.212
```

The total energy comes out at -271.717524 Eh. The calculation puts the relative energy (zero: lowest compared OMol25 entry of this formula, charge and spin) at 92.1 kJ/mol. Its LUMO energy is 0.986 eV. Its HOMO-LUMO gap is 10.7903 eV. The calculation puts the HOMO energy at -9.80 eV. As for the SMILES: C[C@H]1CC[C@H]1O.



(6)
C5H10O | ωB97M-V with the def2-TZVPD basis set

XYZ file:
```
16
Properties=species:S:1:pos:R:3
C 1.685 0.470 -0.969
C 0.705 0.938 0.107
C 0.377 -0.172 1.074
O -0.844 -0.053 1.848
C -0.721 -1.134 1.035
C -1.831 -0.629 -0.699
H 2.618 0.106 -0.525
H 1.937 1.290 -1.649
H 1.262 -0.347 -1.565
H 1.155 1.759 0.680
H -0.211 1.329 -0.342
H 1.230 -0.488 1.680
H -1.506 -1.596 0.339
H -1.084 -0.488 -1.479
H -2.245 0.303 -0.319
H -2.627 -1.297 -1.046
```

The total energy comes out at -271.560122 Eh. The calculation puts the relative energy (zero: lowest compared OMol25 entry of this formula, charge and spin) at 505.4 kJ/mol. Its LUMO energy is 1.020 eV. Its HOMO-LUMO gap is 9.0431 eV. The calculation puts the HOMO energy at -8.02 eV.



(7)
C5H10O | ωB97M-V with the def2-TZVPD basis set

XYZ file:
```
16
Properties=species:S:1:pos:R:3
C -0.612 0.227 1.617
C -0.150 0.785 0.278
C 1.345 0.679 -0.061
O 1.254 0.238 -1.418
C -0.584 0.016 -0.975
C -0.524 -1.396 -1.030
H -1.703 0.252 1.708
H -0.192 0.823 2.434
H -0.282 -0.808 1.760
H -0.483 1.825 0.183
H 1.886 -0.042 0.570
H 1.864 1.641 0.001
H -1.069 0.565 -1.780
H -1.033 -1.903 -1.845
H -0.463 -1.950 -0.095
H 0.746 -0.953 -1.349
```

The total energy comes out at -271.612842 Eh. The calculation puts the relative energy (zero: lowest compared OMol25 entry of this formula, charge and spin) at 367.0 kJ/mol. Its LUMO energy is 0.972 eV. Its HOMO-LUMO gap is 9.4902 eV. The calculation puts the HOMO energy at -8.52 eV.



(8)
C5H10O | ωB97M-V with the def2-TZVPD basis set

XYZ file:
```
16
Properties=species:S:1:pos:R:3
C 0.156 -0.798 1.696
C 1.099 -0.785 0.492
C 0.819 0.362 -0.488
C -0.574 0.263 -1.065
C -1.744 0.853 -0.372
O -0.979 1.377 -1.928
H -0.885 -0.955 1.393
H 0.195 0.155 2.235
H 0.423 -1.598 2.395
H 1.032 -1.743 -0.042
H 2.136 -0.705 0.841
H 1.555 0.340 -1.304
H 0.920 1.323 0.034
H -0.699 -0.635 -1.679
H -2.639 0.352 -0.779
H -0.814 2.195 -1.429
```

The total energy comes out at -271.599787 Eh. The calculation puts the relative energy (zero: lowest compared OMol25 entry of this formula, charge and spin) at 401.3 kJ/mol. Its LUMO energy is 0.840 eV. Its HOMO-LUMO gap is 9.4059 eV. The calculation puts the HOMO energy at -8.57 eV.



(9)
C5H10O | ωB97M-V with the def2-TZVPD basis set

XYZ file:
```
16
Properties=species:S:1:pos:R:3
C 1.237 -1.246 -0.066
C 0.441 0.056 -0.078
C 1.009 1.023 -1.140
C -1.057 -0.242 -0.157
C -1.960 -0.036 0.991
O -1.875 0.906 -0.060
H 0.918 -1.890 0.759
H 2.311 -1.058 0.041
H 1.085 -1.791 -1.006
H 0.563 0.571 0.886
H 2.065 1.236 -0.910
H 0.484 1.983 -1.154
H 0.987 0.603 -2.153
H -1.477 -1.152 -0.569
H -2.945 -0.519 1.000
H -1.487 0.108 1.953
```

The total energy comes out at -271.687207 Eh. The calculation puts the relative energy (zero: lowest compared OMol25 entry of this formula, charge and spin) at 171.7 kJ/mol. Its LUMO energy is 1.145 eV. Its HOMO-LUMO gap is 11.2220 eV. The calculation puts the HOMO energy at -10.08 eV. As for the SMILES: CC(C)[C@H]1CO1.



(10)
C5H10O | ωB97M-V with the def2-TZVPD basis set

XYZ file:
```
16
Properties=species:S:1:pos:R:3
C -0.963 -0.139 1.256
C -0.414 -1.235 0.341
C 0.079 -0.714 -1.017
C 1.068 0.449 -0.859
C 0.528 1.662 -0.137
O 1.132 2.278 0.709
H -0.230 0.639 1.441
H -1.205 -0.510 2.252
H -1.846 0.346 0.822
H -1.190 -1.992 0.184
H 0.420 -1.737 0.848
H 0.577 -1.526 -1.566
H -0.770 -0.413 -1.646
H 1.971 0.124 -0.330
H 1.363 0.827 -1.848
H -0.494 1.974 -0.449
```

The total energy comes out at -271.729199 Eh. The calculation puts the relative energy (zero: lowest compared OMol25 entry of this formula, charge and spin) at 61.5 kJ/mol. Its LUMO energy is 1.057 eV. Its HOMO-LUMO gap is 10.7748 eV. The calculation puts the HOMO energy at -9.72 eV. As for the SMILES: CCCCC=O.



(11)
C5H10O | ωB97M-V with the def2-TZVPD basis set

XYZ file:
```
16
Properties=species:S:1:pos:R:3
C 2.252 -0.117 -1.190
C 1.812 0.832 -0.392
O 1.442 1.680 0.321
H 1.609 -0.941 -1.484
H 3.272 -0.052 -1.544
C -1.293 0.234 -0.776
C -0.636 -0.650 0.286
C -0.900 -0.151 1.701
H -1.003 -0.040 -1.797
H -1.044 1.294 -0.633
H -2.383 0.140 -0.703
H -0.977 -1.683 0.162
H 0.443 -0.718 0.162
H -0.579 0.893 1.804
H -0.344 -0.742 2.436
H -1.966 -0.208 1.943
```

The total energy comes out at -271.704248 Eh. The calculation puts the relative energy (zero: lowest compared OMol25 entry of this formula, charge and spin) at 127.0 kJ/mol. Its LUMO energy is 0.951 eV. Its HOMO-LUMO gap is 10.3064 eV. The calculation puts the HOMO energy at -9.36 eV. As for the SMILES: C=C=O.CCC.



(12)
C5H10O | ωB97M-V with the def2-TZVPD basis set

XYZ file:
```
16
Properties=species:S:1:pos:R:3
C -1.756 -0.475 0.736
C -1.023 -0.004 -0.488
C -0.008 1.100 -0.173
C 1.223 0.354 -0.649
C 2.014 -0.445 0.257
O 1.313 -1.240 -0.628
H -2.300 -1.389 0.494
H -1.026 -0.728 1.520
H -2.430 0.290 1.121
H -1.617 0.277 -1.354
H -0.427 -0.860 -0.797
H -0.202 2.052 -0.706
H 0.026 1.375 0.899
H 1.510 0.597 -1.660
H 3.082 -0.411 0.149
H 1.622 -0.493 1.277
```

The total energy comes out at -271.651977 Eh. The calculation puts the relative energy (zero: lowest compared OMol25 entry of this formula, charge and spin) at 264.2 kJ/mol. Its LUMO energy is 1.189 eV. Its HOMO-LUMO gap is 10.9675 eV. The calculation puts the HOMO energy at -9.78 eV. As for the SMILES: CCC[C@H]1CO1.